Below is a 8-piece molecular cluster, C26H64O10 overall in a non-equilibrium geometry, with properties calculated with the ωB97M-V functional and the def2-TZVPD basis.

Calculated values
Multiplicity = 1
SMILES = CCOC(C)=O.CCOC(C)=O.CC(C)O.CC(C)O.CC(C)O.CC(C)O.CC(C)O.CC(C)O
Energy above the lowest of the compared OMol25 structures with the same formula, charge and spin = 1.801 eV
HOMO energy = -9.66 eV
Electronic energy = -48473.0658 eV
Orbital gap = 0.37437 Ha

Each line ends with the Mulliken charge.
CARTESIAN COORDINATES (ANGSTROEM)
C: -3.1942 -6.5396 -0.0615  -1.016
C: -2.4654 -5.9394 -1.3072  -0.361
O: -2.4852 -4.5496 -0.9289  -0.111
C: -3.0187 -3.7150 -1.9092  0.643
C: -2.8321 -2.2247 -1.7137  -0.432
O: -3.4709 -4.1240 -2.9771  -0.611
H: -2.6676 -6.3082 0.9367  0.097
H: -3.2232 -7.6403 -0.0433  0.399
H: -4.1716 -6.1364 -0.0227  0.329
H: -1.4814 -6.3205 -1.4818  0.320
H: -3.1240 -6.1045 -2.2193  0.379
H: -1.8567 -2.0108 -2.1469  -0.071
H: -2.7329 -1.9074 -0.7006  0.148
H: -3.5978 -1.6442 -2.3162  0.364
C: -2.0228 7.6694 -1.2371  -1.116
C: -1.6607 6.2536 -0.7844  -0.130
O: -2.8419 5.5594 -0.2156  -0.356
C: -3.2206 5.7595 1.0639  0.759
C: -4.4789 4.9753 1.4094  -0.940
O: -2.5499 6.3994 1.8217  -0.558
H: -2.8463 7.6986 -1.9299  0.310
H: -1.1881 8.1520 -1.7372  0.358
H: -2.3818 8.1841 -0.3735  0.308
H: -1.3248 5.5321 -1.5669  0.248
H: -0.8528 6.3369 -0.0503  0.281
H: -5.4816 5.4032 1.1374  0.309
H: -4.3981 4.8951 2.5171  0.284
H: -4.3511 3.9542 1.1419  0.246
C: 0.1357 1.7104 -3.7554  -1.397
C: 0.9580 1.0372 -4.8752  0.782
C: 1.5416 2.0630 -5.8967  -1.288
O: 2.1261 0.3501 -4.2892  -0.603
H: -0.5114 2.4189 -4.2701  0.371
H: 0.8222 2.3297 -3.1492  0.295
H: -0.3310 1.1443 -3.0170  0.450
H: 0.3801 0.2769 -5.3975  0.216
H: 1.9703 3.0362 -5.4075  0.263
H: 0.7972 2.2962 -6.7725  0.308
H: 2.4204 1.5570 -6.2779  0.397
H: 1.7616 -0.1368 -3.5114  0.101
C: 1.4370 -3.8303 -1.4348  -0.412
C: 1.8024 -2.7157 -2.4047  1.477
C: 1.8982 -3.1829 -3.8177  -1.614
O: 0.7411 -1.6827 -2.4269  -0.369
H: 0.3569 -4.1231 -1.4028  -0.089
H: 1.7523 -3.5282 -0.4324  -0.323
H: 1.9736 -4.7556 -1.7075  0.443
H: 2.7172 -2.1462 -2.0936  -0.289
H: 1.9633 -2.4246 -4.5900  0.343
H: 1.0338 -3.7930 -4.0125  0.401
H: 2.6943 -3.9709 -3.9817  0.359
H: 0.4377 -1.3750 -1.5280  0.206
C: 0.2646 -5.1279 1.4399  -1.084
C: -0.6299 -4.0412 2.0997  0.517
C: 0.0380 -3.6481 3.4262  -1.393
O: -0.6797 -2.8909 1.2517  -0.342
H: 0.3009 -6.0096 1.9995  0.587
H: 1.1874 -4.5638 1.2131  0.189
H: -0.1208 -5.4960 0.4895  0.030
H: -1.6037 -4.4685 2.2902  0.249
H: 1.0964 -3.3000 3.2787  0.244
H: -0.0094 -4.5365 4.0693  0.431
H: -0.5034 -2.8177 3.9026  0.333
H: -0.8428 -3.1872 0.3622  -0.178
C: -2.3003 1.8374 4.2617  -1.528
C: -2.4733 1.6118 2.7395  1.041
C: -1.8369 0.3481 2.1443  -1.241
O: -3.8752 1.4859 2.4589  -0.601
H: -2.6503 2.8394 4.4878  0.373
H: -1.2971 1.8098 4.5709  0.337
H: -2.9445 1.1131 4.7312  0.380
H: -2.1162 2.4620 2.1715  0.199
H: -0.7537 0.4217 2.0608  0.096
H: -2.1404 0.1711 1.0984  0.255
H: -2.1715 -0.4768 2.7742  0.374
H: -4.0954 0.7404 1.9303  0.296
C: 3.0664 2.5121 2.8368  -0.544
C: 4.1852 3.5327 2.4338  0.552
C: 4.8685 3.9024 3.7155  -1.488
O: 4.9984 2.8124 1.5056  -0.508
H: 2.4924 2.0189 2.0284  -0.329
H: 2.3577 2.9673 3.5237  0.415
H: 3.6503 1.6623 3.3114  0.242
H: 3.8414 4.4358 1.8544  0.188
H: 4.2217 4.4891 4.3292  0.397
H: 5.7614 4.4978 3.5557  0.409
H: 5.1918 3.0182 4.3055  0.382
H: 5.8757 2.6610 1.8108  0.279
C: 3.3052 -1.4150 0.6367  -1.656
C: 2.1405 -0.4652 0.7985  1.346
C: 2.3017 0.8903 0.0539  -1.317
O: 0.8516 -0.9484 0.2817  -0.095
H: 4.2276 -0.8970 0.9507  0.443
H: 3.4835 -1.5278 -0.4235  0.211
H: 3.1837 -2.3650 1.1247  0.276
H: 1.8794 -0.2620 1.8813  0.415
H: 1.3974 1.5146 0.3478  0.318
H: 2.2583 0.7764 -1.0579  0.024
H: 3.1794 1.4560 0.2889  0.373
H: 0.4805 -1.7058 0.8023  -0.001



Below is C26H65BInN8O10 as an isolated structure, with properties calculated with the ωB97M-V functional and the def2-TZVPD basis.

Calculated values
Multiplicity = 1
Energy above the lowest of the compared OMol25 structures with the same formula, charge and spin = 0.533 eV
Total charge = -1
HOMO energy = -3.30 eV
Electronic energy = -66265.3693 eV
Orbital gap = 0.18496 Ha

Each line ends with the Mulliken charge.
CARTESIAN COORDINATES (ANGSTROEM)
C: 9.1066 -3.8436 1.7296  -1.054
C: 8.0668 -3.4655 0.6583  -0.170
B: 6.8417 -2.6747 1.3063  -0.100
O: 7.0289 -1.2958 1.5225  -0.514
In: 4.8759 -3.8009 1.7854  0.741
O: 5.1387 -5.7705 0.9881  -0.929
H: 9.9402 -3.1494 1.7276  0.283
H: 8.6632 -3.9037 2.7182  0.264
H: 9.5322 -4.8141 1.4955  0.312
H: 7.6730 -4.3923 0.2531  0.035
H: 8.5159 -2.8791 -0.1511  0.233
H: 7.1864 -0.8730 0.6658  0.248
H: 3.5552 -3.0805 0.8428  -0.215
H: 4.5375 -3.8797 3.5257  -0.367
H: 5.3550 -5.6070 0.0634  0.173
C: 1.6361 -1.7916 -2.0782  -1.139
C: 0.9466 -2.3222 -0.8484  0.657
O: 1.2817 -2.0119 0.2755  -0.572
N: -0.0964 -3.1954 -1.0372  -0.128
C: -0.6313 -3.6890 -2.2858  -0.826
H: 2.4369 -1.1308 -1.7641  0.339
H: 2.0667 -2.6121 -2.6543  0.422
H: 0.9480 -1.2312 -2.7038  0.226
H: -0.5061 -3.5211 -0.1769  0.257
H: -1.6907 -3.4275 -2.3727  0.241
H: -0.5446 -4.7776 -2.3316  0.311
H: -0.0945 -3.2610 -3.1268  0.287
C: -0.1925 1.7373 -4.8872  -1.002
C: 0.9699 0.8504 -5.2333  0.781
O: 1.3010 -0.1105 -4.5604  -0.622
N: 1.6800 1.1501 -6.3663  -0.193
C: 1.4644 2.2263 -7.3137  -1.059
H: -0.6512 1.3737 -3.9755  -0.066
H: 0.1529 2.7574 -4.7177  0.332
H: -0.9368 1.7183 -5.6792  0.541
H: 2.4445 0.5155 -6.5349  0.219
H: 1.2871 1.8044 -8.3049  0.334
H: 2.3602 2.8497 -7.3664  0.332
H: 0.6164 2.8393 -7.0283  0.355
C: 3.6406 5.2494 -2.9898  -1.514
C: 2.9644 4.1741 -3.8073  0.906
O: 2.1415 3.4163 -3.3281  -0.554
N: 3.3030 4.0754 -5.1229  -0.021
C: 4.2427 4.8833 -5.8734  -1.017
H: 3.2632 5.1950 -1.9743  0.299
H: 4.7205 5.0988 -2.9712  0.399
H: 3.4212 6.2383 -3.3948  0.375
H: 2.8185 3.3340 -5.6027  0.143
H: 3.7333 5.3775 -6.7039  0.284
H: 5.0344 4.2535 -6.2845  0.294
H: 4.6933 5.6401 -5.2412  0.422
C: -2.9874 0.7353 1.3401  -1.063
C: -2.1545 1.9679 1.6066  0.692
O: -2.6636 3.0160 1.9908  -0.638
N: -0.8247 1.8692 1.4043  -0.068
C: -0.0617 0.7103 0.9525  -0.738
H: -4.0267 0.9715 1.5471  0.261
H: -2.8949 0.4269 0.2982  0.198
H: -2.6763 -0.0860 1.9856  0.366
H: -0.3243 2.7218 1.5983  0.222
H: 0.6812 0.4310 1.6967  0.313
H: 0.4557 0.9556 0.0249  0.262
H: -0.7098 -0.1390 0.7772  0.178
C: -3.0785 -0.8392 -3.8130  -0.997
C: -3.3918 -0.2896 -5.1836  0.656
O: -3.0177 0.8172 -5.5355  -0.664
N: -4.1097 -1.0795 -6.0268  -0.153
C: -4.6286 -2.4118 -5.7833  -0.824
H: -2.5034 -0.0997 -3.2657  0.164
H: -3.9959 -1.0491 -3.2613  0.445
H: -2.4867 -1.7515 -3.8913  0.229
H: -4.2838 -0.6556 -6.9238  0.250
H: -4.2128 -3.1140 -6.5079  0.279
H: -5.7154 -2.4148 -5.8850  0.287
H: -4.3713 -2.7490 -4.7857  0.306
C: -6.5343 5.4627 3.6981  -1.157
C: -5.7483 6.7220 3.9720  0.693
O: -6.2884 7.7568 4.3453  -0.687
N: -4.4072 6.6680 3.7906  -0.105
C: -3.5973 5.5361 3.3565  -0.738
H: -7.5848 5.6610 3.8880  0.274
H: -6.4170 5.1549 2.6590  0.383
H: -6.2101 4.6516 4.3487  0.323
H: -3.9429 7.5391 3.9903  0.217
H: -2.8602 5.2955 4.1230  0.257
H: -3.0697 5.7940 2.4394  0.296
H: -4.2024 4.6591 3.1698  0.247
C: -8.2094 3.4389 7.0398  -1.325
C: -8.5052 2.8122 5.6973  0.781
O: -7.6254 2.5644 4.8928  -0.623
N: -9.8063 2.5321 5.4089  -0.175
C: -10.9777 2.7567 6.2329  -0.822
H: -7.1390 3.5994 7.1146  0.281
H: -8.7157 4.4000 7.1374  0.367
H: -8.5237 2.7812 7.8511  0.423
H: -9.9344 2.1177 4.4997  0.230
H: -11.4858 1.8105 6.4286  0.281
H: -11.6748 3.4220 5.7202  0.278
H: -10.7018 3.2059 7.1802  0.311
C: 6.6945 -7.8442 5.8677  -1.387
C: 6.5802 -6.9626 4.6406  0.889
O: 7.1340 -5.8850 4.5507  -0.579
N: 5.8177 -7.4044 3.6030  0.068
C: 5.0755 -8.6387 3.4997  -0.951
H: 7.3308 -7.3426 6.5902  0.293
H: 5.7144 -8.0098 6.3172  0.343
H: 7.1410 -8.8067 5.6129  0.356
H: 5.7815 -6.7564 2.8156  0.079
H: 5.4285 -9.2180 2.6431  0.281
H: 4.0146 -8.4249 3.3524  0.271
H: 5.1898 -9.2389 4.3981  0.378